15
Properties=species:S:1:pos:R:3:lowdin_spin:R:1 method="wB97M-V/def2-TZVPD" homo_ev="-17.7 / -17.7" spin_multiplicity=8 total_charge=+2 lumo_ev="-11.03 / -9.97"
Gd -1.1324 1.2123 0.5050 7.19
O -0.9005 0.9420 2.8278 -0.01
O 1.8678 -1.4431 0.9625 0.00
O -0.3233 -4.4328 -0.9255 0.00
O 2.7467 1.7537 -0.6405 0.00
O -0.6738 1.1396 -3.5516 0.00
O 1.0290 -1.1571 -2.0355 0.00
C -0.9928 -3.5592 -1.2544 0.00
C 0.9875 -0.7099 0.8132 0.01
C 0.1696 0.8818 -2.7475 0.00
C 1.6664 1.6885 -0.2962 0.01
C 0.3582 -0.1653 -1.7297 0.00
H -1.5740 0.3568 3.2401 0.00
H -2.4890 1.8065 1.3851 -0.20
H -0.7394 1.6859 3.4472 0.00

=====

54
Properties=species:S:1:pos:R:3:lowdin_charge:R:1 method="wB97M-V/def2-TZVPD" homo_ev=-14.5 total_charge=+2 lumo_ev=-8.89
Y -4.1822 -3.2412 19.0666 1.94
O -4.3751 -3.9851 20.6001 -0.37
O -8.1809 -3.6122 21.6409 -0.02
O -2.5534 -3.9672 19.3655 -0.05
O -3.2052 -2.4919 21.8725 0.03
O -3.0684 -5.3304 20.7294 0.02
O -6.0832 -2.7689 21.3377 -0.02
N -8.2461 -4.9842 21.7451 -0.09
C -7.8478 -5.6491 20.4941 -0.38
C -4.1286 -7.2681 21.5003 -0.01
C -6.1877 -5.1944 23.2403 0.00
C -7.7188 -5.4603 23.0541 -0.42
C -6.3088 -5.4279 20.1967 -0.03
C -8.0434 -7.0178 23.0833 -0.10
C -8.4191 -4.7713 24.2552 -0.02
C -3.5617 -6.5620 20.2637 -0.43
C -8.7680 -5.1448 19.2821 0.00
C -8.1003 -7.1640 20.5983 -0.13
C -7.6434 -7.8430 21.8693 -0.16
C -2.4213 -7.3316 19.7156 -0.02
H -9.8286 -5.2920 19.4859 0.10
H -5.0520 -6.8310 21.8800 0.01
H -2.3835 -2.9777 21.9428 0.07
H -6.1494 -5.4628 19.1190 0.12
H -5.7827 -5.4705 24.2139 0.12
H -1.9857 -6.9625 18.7871 0.10
H -8.7162 -4.0637 19.1536 0.08
H -8.2119 -8.7703 21.9395 0.13
H -2.7048 -8.3709 19.5499 0.11
H -9.1077 -7.1290 23.2906 0.13
H -6.0728 -4.4202 20.5386 0.04
H -9.0844 -3.3181 21.7781 0.16
H -1.6313 -3.7637 19.2088 0.18
H -5.7040 -5.9306 22.5984 0.03
H -7.4791 -7.5762 19.8032 0.12
H -4.2421 -6.3275 19.4451 0.13
H -3.7895 -4.6968 20.7461 -0.31
H -9.4841 -4.6365 24.0659 0.09
H -5.4405 -3.3234 20.8954 -0.15
H -8.6721 -5.6982 18.3480 0.09
H -4.2708 -8.3455 21.4150 0.12
H -2.5369 -4.7725 19.8827 -0.13
H -8.1222 -3.7361 24.4235 0.09
H -5.8398 -4.1723 23.0909 0.09
H -8.3531 -5.2314 25.2411 0.10
H -3.8684 -3.1637 21.7142 -0.03
H -1.6259 -7.4665 20.4485 0.11
H -5.0363 -4.6819 20.7786 0.05
H -3.3911 -7.1882 22.2989 0.13
H -7.5827 -7.4389 23.9770 0.13
H -6.6885 -3.3851 21.7501 -0.02
H -6.5919 -8.1232 21.8061 0.09
H -9.0982 -7.5251 20.3491 0.14
H -5.6195 -6.1883 20.5637 0.05

=====

67
Properties=species:S:1:pos:R:3:lowdin_charge:R:1 method="wB97M-V/def2-TZVPD" homo_ev=-4.5 total_charge=-1 lumo_ev=1.52
Br 0.3376 3.5773 1.1800 0.53
Ga -3.3375 5.8589 2.5363 0.22
O 2.3545 -2.6656 -3.8924 0.01
O -3.2323 -3.1997 -2.0559 0.06
O 2.0898 -0.6237 -0.3182 0.07
O 2.6874 -1.7109 -5.9461 0.14
O 0.8430 2.6642 5.7293 0.13
O 2.5687 -3.9848 -5.7075 0.09
O -2.9982 7.7181 2.1961 -0.44
O 0.3637 0.1005 0.9993 0.09
O 0.3685 0.4884 -1.2570 0.07
O -2.5517 -2.6322 0.0166 0.09
O -0.3434 0.7278 5.4415 0.07
O -2.4092 -4.8151 -0.6586 0.12
O 1.7846 0.8448 4.7073 0.08
C 1.9869 -3.9772 -3.5073 -0.11
C 1.3849 -0.5144 4.6354 -0.35
C 1.9070 -6.1294 -4.8177 -0.02
C -3.3847 -0.3726 0.1890 0.00
C -2.7662 -1.4291 -0.7039 -0.35
C 0.8008 0.1385 -3.6064 -0.01
C -3.6660 -1.8735 -1.8171 -0.12
C -0.4115 5.2860 2.0045 -0.74
C 2.5503 -2.6976 -5.2444 -0.49
C 0.8942 -0.0018 -0.0929 -0.51
C 2.2187 -0.7526 -1.7219 -0.11
C -0.1105 -0.4136 4.6374 -0.11
C 1.3922 0.3881 -2.2339 -0.33
C -1.5850 4.8134 3.0471 -0.39
C 2.6306 -4.8225 -4.5644 -0.35
C -2.7037 -3.6537 -0.8806 -0.51
C 1.9453 -1.1728 3.3910 -0.02
C 0.9023 5.9922 2.7564 -0.20
C 0.7677 1.5154 5.3301 -0.50
H 3.6871 -5.0121 -4.3388 0.16
H 0.0979 -0.7017 -3.5877 0.09
H 0.6190 7.0076 3.2647 0.08
H -3.6723 0.5142 -0.3833 0.10
H -4.2669 -0.7614 0.7096 0.09
H 1.8411 -1.7367 -2.0188 0.11
H 1.5809 -0.0675 -4.3451 0.08
H 0.8940 -4.0448 -3.4958 0.15
H -0.8238 6.0307 1.1836 0.09
H 0.8977 -5.9541 -5.2063 0.10
H 1.7253 -0.5799 2.4964 0.06
H -4.7259 -1.8964 -1.5426 0.14
H 2.3676 -4.2053 -2.5065 0.15
H 0.2304 1.0133 -3.9365 0.09
H 1.3996 5.2072 3.4875 0.08
H -3.5450 -1.2612 -2.7164 0.14
H 3.2685 -0.6698 -2.0211 0.15
H 1.6769 6.2065 1.8797 0.06
H 1.5417 -2.1807 3.2573 0.09
H -1.7974 -1.0834 -1.0843 0.14
H 1.8371 -6.7296 -3.9058 0.09
H -2.6737 -0.0710 0.9655 0.09
H 1.7542 -1.0252 5.5330 0.15
H -0.5841 -1.2972 5.0772 0.14
H -4.4842 5.7095 3.6412 -0.13
H -1.7866 3.6727 2.8438 0.02
H -0.5401 -0.2364 3.6458 0.14
H 2.4360 -6.7125 -5.5791 0.09
H 1.9584 1.3274 -2.2306 0.17
H 3.0364 -1.2403 3.4583 0.08
H -1.3178 4.9166 4.1818 0.05
H -3.8755 5.2460 1.1249 -0.11
H -2.0355 7.9447 2.3775 -0.03

=====

85
Properties=species:S:1:pos:R:3:lowdin_charge:R:1 method="wB97M-V/def2-TZVPD" homo_ev=-13.6 total_charge=+2 lumo_ev=-6.42
Sn 0.8273 0.7322 -1.1929 1.22
Br 1.6438 3.4732 -1.7008 0.95
Cl -1.9269 -4.4432 0.5224 0.92
P 2.6116 -0.3850 -2.9190 0.89
O -1.3781 -1.0523 -4.1933 0.14
O -0.2336 0.3574 -2.9291 -0.18
O -2.7644 -4.8435 -2.2459 0.11
O -2.6565 -3.3553 -3.8792 0.16
N -1.3324 1.5845 -0.5835 -0.02
N -0.5216 -2.2236 0.0904 -0.03
N -0.2902 -1.2844 -0.8556 0.02
N -5.1429 3.9746 4.6460 0.09
N -6.2380 2.2052 3.5227 0.14
C -1.6984 2.8277 -0.9274 -0.12
C 3.8428 1.4805 2.6757 0.01
C -2.9457 3.3347 -0.6210 0.00
C -0.9580 -1.6563 -1.9462 -0.14
C 2.9413 4.8804 0.3483 -0.09
C 2.1414 -2.8849 -1.8603 -0.11
C 2.6055 0.0760 1.1726 -0.14
C -3.4943 1.2384 0.4051 -0.18
C 3.9430 3.9178 2.3061 0.01
C 0.9485 -3.9236 -4.1420 -0.04
C -4.4249 0.3123 1.0861 -0.04
C -2.4156 -3.7729 -2.6529 -0.50
C -1.3316 -3.1834 -0.4172 -0.56
C -2.2330 0.8026 0.0352 -0.08
C -1.6280 -2.8632 -1.7397 -0.02
C -3.8934 2.4604 3.3103 -0.02
C 0.4475 -0.9320 3.4321 -0.06
C -3.9842 3.5535 4.1555 -0.12
C -5.0788 1.7989 3.0111 -0.29
C 2.7043 2.4826 0.7466 -0.23
C -0.8851 -0.7566 -3.1297 -0.53
C -5.1440 0.5791 2.1729 0.00
C 4.3752 -0.5352 -2.5413 -0.20
C -6.2239 3.2801 4.3040 -0.17
C 2.0299 -2.0943 -3.0100 -0.38
C 0.9779 -2.0722 4.0164 -0.04
C 1.0563 -3.2503 3.2840 -0.03
C 1.4195 -2.6150 -4.1475 -0.07
C 2.5073 3.6457 -0.0212 -0.55
C 2.5267 0.2870 -4.5937 -0.21
C -3.8457 2.5457 0.0701 0.03
C 3.4592 0.2333 2.2908 -0.04
C 3.6581 5.0182 1.5537 -0.03
C 3.4908 2.6303 1.9253 -0.14
C 2.2367 1.1780 0.4563 -0.24
C 1.0747 -4.7074 -3.0068 -0.04
C 1.6759 -4.1876 -1.8626 -0.06
C -0.0282 -0.9720 2.1310 -0.05
C 0.0335 -2.1579 1.4147 -0.22
C 0.5952 -3.2958 1.9780 -0.04
H -2.2475 -2.4862 -4.0925 0.07
H -2.9414 2.1201 2.9261 0.11
H -3.2053 4.3386 -0.9255 0.13
H 4.5483 4.0058 3.1994 0.13
H 2.7667 5.7415 -0.2824 0.12
H 1.7825 -4.8027 -0.9778 0.11
H -3.1044 4.1119 4.4563 0.11
H 4.5341 -1.0609 -1.6013 0.05
H 1.4889 0.4089 -4.8989 0.06
H -5.8691 -0.1499 2.5152 0.13
H 4.4426 1.6165 3.5671 0.13
H 2.2456 -0.9140 0.9278 0.08
H 0.6525 -4.2154 1.4133 0.10
H 1.3162 -2.0514 5.0435 0.12
H 3.7667 -0.6446 2.8429 0.12
H -1.9420 -0.2111 0.2541 0.09
H 1.4729 -4.1423 3.7315 0.12
H 2.6018 -2.4757 -0.9649 0.10
H -0.4597 -0.0810 1.6959 0.09
H -4.5448 -0.6570 0.6126 0.12
H -4.8273 2.9211 0.3291 0.14
H 1.3023 -2.0151 -5.0402 0.11
H -0.9793 3.4216 -1.4692 0.05
H 3.0194 1.2591 -4.6161 0.06
H 4.8311 0.4533 -2.4762 0.06
H 0.4748 -4.3256 -5.0278 0.13
H 3.0413 -0.3929 -5.2735 0.07
H 0.7017 -5.7233 -3.0069 0.13
H -7.1742 3.6154 4.6997 0.12
H 4.8424 -1.0956 -3.3520 0.07
H 4.0029 5.9978 1.8534 0.13
H 0.3836 -0.0087 3.9924 0.12

=====

17
Properties=species:S:1:pos:R:3:lowdin_charge:R:1 method="wB97M-V/def2-TZVPD" homo_ev=-8.4 lumo_ev=0.98
S -0.0601 0.7181 -2.0646 0.70
N 0.1981 -1.1863 1.5802 -0.14
C 0.9651 -2.1876 0.8340 -0.14
C 0.3547 0.2705 1.5033 -0.26
C -0.4953 1.2998 0.7796 -0.23
C -1.1370 0.6676 -0.5703 -0.51
H 1.1381 -3.1000 1.3991 0.06
H 0.3866 -2.6013 -0.0069 0.07
H 1.9799 -1.8252 0.5373 0.09
H -1.1180 1.7768 1.4605 0.07
H 1.2756 0.2820 0.9077 0.10
H 0.0941 2.0436 0.2943 0.07
H -2.0586 1.0825 -0.8944 0.03
H -0.3174 -1.5307 2.4099 0.12
H 0.5790 0.8600 2.4414 0.12
H 0.8217 -0.1072 -1.6210 -0.21
H -1.3313 -0.3674 -0.2351 0.06

=====

13
Properties=species:S:1:pos:R:3:lowdin_charge:R:1 method="wB97M-V/def2-TZVPD" homo_ev=-8.5 lumo_ev=-0.82
S -1.2628 1.5203 0.4131 0.62
F 2.2345 1.0766 0.6905 0.15
F 2.6008 -0.7004 -0.4450 0.15
F 1.3545 0.8509 -1.2738 0.16
O 0.6327 -0.9227 1.7405 0.13
N -1.3922 -0.9094 -0.8628 0.04
N -0.3419 -1.1742 -0.3223 0.09
C 0.4473 -0.4572 0.5025 -0.36
C -2.0741 0.3279 -0.6219 -0.67
C 1.6515 0.2117 -0.1522 -0.61
H 1.4506 -0.6057 2.1520 0.14
H -2.2560 0.7451 -1.6171 0.08
H -3.0449 0.0368 -0.2036 0.08

=====

16
Properties=species:S:1:pos:R:3:lowdin_charge:R:1 method="wB97M-V/def2-TZVPD" homo_ev=-13.7 total_charge=+1 lumo_ev=-3.35
Se 2.7815 -0.3959 0.1510 0.89
N 0.7676 1.5609 -0.7530 0.07
N -0.1934 -0.5742 0.2919 -0.15
C -0.1841 1.7712 0.0652 -0.11
C -0.8828 -1.5901 -0.6005 0.00
C 1.1493 0.1667 -0.6984 -0.56
C -0.8824 0.5962 0.7717 -0.14
H -0.8934 0.8611 1.8832 0.16
H 0.9622 -0.3261 -1.6797 0.10
H 2.9073 0.8024 1.1343 -0.07
H -1.9858 0.6781 0.4942 0.16
H -1.5835 -2.1341 0.1487 0.14
H -0.5262 2.8133 0.2160 0.14
H -1.4334 -0.9008 -1.3802 0.15
H 0.3321 -1.0074 1.0968 0.14
H -0.3351 -2.3214 -1.1411 0.08

=====

55
Properties=species:S:1:pos:R:3:lowdin_charge:R:1 method="wB97M-V/def2-TZVPD" homo_ev=-3.4 total_charge=-1 lumo_ev=1.90
P -1.6589 5.5276 -1.5426 0.58
Al -2.2411 5.2493 0.7353 0.05
F 1.5683 -0.7067 1.3023 0.09
F 3.0601 -5.4691 -0.9727 0.09
F 4.1706 0.2795 0.7567 0.14
F 2.5757 -3.3651 -0.7758 0.08
F -1.3035 -3.7759 -2.2198 0.10
F -1.9025 -0.3787 -1.3892 0.09
F -0.8106 -1.1987 -3.0730 0.09
F -4.7420 -1.4962 1.5881 0.13
F 2.4008 -2.7008 1.5713 0.08
F -2.8656 -0.8849 0.6936 0.12
F 1.5208 3.4791 2.9574 -0.20
F -3.1166 -2.6508 -2.6435 0.12
F -4.9587 0.7847 -0.0830 0.10
F -4.3163 -0.4203 -1.7793 0.09
F 5.7320 -4.9633 -0.5060 0.10
F 3.4778 -1.1980 -0.6686 0.12
F 4.4458 -4.3738 1.1465 0.12
O 5.0350 -1.7650 0.8796 0.03
O -1.8778 4.0446 -2.4292 -0.49
O -3.9444 -2.7207 -0.0872 0.03
N 0.1288 5.8371 -1.4545 -0.32
C 4.7740 -4.0562 -0.1343 -0.43
C 3.5818 -4.2159 -1.0714 -0.29
C -1.2221 -1.4689 -1.8042 -0.29
C 0.6372 3.6153 1.7400 -0.16
C -2.0739 -2.7332 -1.7746 -0.43
C -2.0471 3.2536 1.1686 -0.36
C -0.7698 2.8658 2.1193 -0.27
C 5.4318 -2.6681 -0.1566 -0.06
C -4.8920 -0.4901 -0.5512 -0.26
C 3.8360 -1.0334 0.6270 -0.47
C -4.0885 -1.3868 0.3992 -0.48
C 2.7097 -1.3788 1.6093 -0.26
C -2.6042 -3.1226 -0.3864 -0.06
H -0.5575 1.6944 2.0292 0.10
H 0.4353 5.2307 -0.6447 -0.04
H -2.6422 -4.2194 -0.3667 0.15
H 0.5463 4.7533 1.4857 0.07
H 5.3914 -2.1992 -1.1468 0.15
H -1.9849 2.6196 0.1862 0.03
H -1.0191 3.0576 3.2462 0.11
H -0.3288 -1.5782 -1.1843 0.17
H 1.2267 3.0618 0.8760 0.12
H 2.9924 -1.1288 2.6350 0.18
H -2.3009 3.3341 -1.8606 0.01
H 6.5022 -2.8306 0.0244 0.15
H 0.1787 6.8344 -1.1072 0.01
H -3.0226 2.9477 1.7803 0.06
H -1.9081 -2.8599 0.4188 0.15
H -5.9107 -0.8652 -0.6781 0.17
H -1.3576 6.1622 1.6805 -0.12
H -3.7643 5.7326 0.9481 -0.15
H 3.8732 -4.0614 -2.1133 0.18

=====

22
Properties=species:S:1:pos:R:3:lowdin_spin:R:1 method="wB97M-V/def2-TZVPD" homo_ev="-2.1 / -4.8" spin_multiplicity=3 total_charge=-1 lumo_ev="3.40 / 1.67"
Br -2.6777 -0.2266 0.5867 0.12
O -0.4109 -0.7262 -2.6015 0.06
O -2.0387 0.7390 -2.3716 0.03
C -0.0174 -1.1213 0.2072 0.08
C -1.2070 2.4928 -0.1158 0.05
C 1.4253 -0.8029 0.0646 0.49
C -0.2933 1.2716 0.0688 0.39
C -0.4251 -2.4284 -0.3754 0.01
C -0.8314 -0.0349 -0.3094 0.08
C 0.9947 1.5414 0.4023 0.25
C -1.1438 0.0169 -1.9504 0.04
C 1.9104 0.4481 0.3690 0.27
H 2.8968 0.6405 0.5139 0.01
H -1.5204 2.5215 -1.1736 0.02
H 1.9354 -1.6805 0.2230 0.03
H 1.3497 2.4915 0.8588 0.01
H -2.1207 2.5579 0.4188 0.01
H -0.6155 3.3987 0.1223 0.00
H -0.1961 -1.1501 1.4129 0.05
H -0.3219 -2.2919 -1.5473 0.00
H 0.2601 -3.1266 0.1197 0.00
H -1.3874 -2.6462 -0.0856 0.00

=====

36
Properties=species:S:1:pos:R:3:lowdin_charge:R:1 method="wB97M-V/def2-TZVPD" homo_ev=-12.6 total_charge=+1 lumo_ev=-3.30
O -1.5027 -0.7915 -1.7249 -0.01
O 2.2683 3.7393 0.1338 0.04
O 2.7148 1.5790 0.5728 0.10
N -2.8652 -5.0211 -0.7014 0.18
N -4.1321 -2.9467 -0.8904 0.18
N -2.4229 -1.7333 -1.4089 -0.13
N -1.9335 -2.9647 -1.2527 0.23
C 1.9837 3.0432 2.3627 -0.07
C 0.4276 -0.0089 -0.2768 -0.17
C -1.1162 -0.0808 -0.4984 -0.11
C 1.4792 -2.3869 -0.5567 -0.10
C 1.2573 -0.9546 -1.1877 -0.22
C 1.2545 4.3636 2.1579 -0.16
C 1.9165 4.9031 0.9040 -0.15
C -3.0339 -3.7055 -0.9102 -0.37
C 2.3554 2.6616 0.9471 -0.49
C -3.7209 -1.6794 -1.2173 0.01
H 0.8999 -1.0051 -2.2323 0.10
H 2.5189 -2.5337 -0.2193 0.08
H 1.3347 -3.1142 -1.3931 0.06
H -1.4956 0.9619 -0.5420 0.13
H -1.6323 -0.5446 0.3629 0.13
H 2.8970 3.1671 2.9470 0.14
H 1.3229 5.0422 3.0067 0.12
H -2.1909 -5.5088 -1.2790 0.12
H 0.7787 1.0215 -0.4511 0.09
H -0.9638 -3.2507 -1.3658 0.18
H 0.1960 4.1723 1.9657 0.12
H 0.6157 -0.2366 0.7895 0.12
H 2.8282 5.4632 1.1223 0.13
H 0.7327 -2.6260 0.2260 0.07
H -3.3038 -5.5654 0.0277 0.13
H 1.2468 5.5348 0.3236 0.13
H 1.3415 2.2902 2.8141 0.12
H -4.3280 -0.7771 -1.3082 0.17
H 2.2715 -0.5075 -1.2479 0.11

=====

10
Properties=species:S:1:pos:R:3:lowdin_charge:R:1 method="wB97M-V/def2-TZVPD" homo_ev="-13.9 / -12.3" total_charge=+1 lumo_ev="-5.54 / -7.00"
Bi -2.1982 0.5321 -2.3239 1.26
O -0.3332 0.7055 -1.7071 -0.53
C 1.0180 -0.4924 1.2166 -0.04
C 0.3997 0.9390 -0.6672 -0.17
C 1.2765 0.0701 -0.0607 0.00
C 0.3602 -1.1494 2.0248 0.23
H 0.0087 1.7305 -0.0014 0.15
H 1.9864 -0.4522 -0.7093 0.14
H 0.2198 -1.8667 2.8162 0.08
H -2.7380 -0.0166 -0.5880 -0.13

=====

Per-record maximum force, eV Å⁻¹: 8.7, 17.1, 2.7, 1.5, 4.3, 2.8, 4.6, 2.5, 5.7, 2.7, 6.4
Per-record energy, eV: -38328.7101, -27782.0034, -169275.0106, -155311.9212, -16649.9758, -27172.1650, -72611.5161, -83504.1660, -83630.3500, -22772.1006, -12086.6903